Below is C23H35N3O4S in the gas phase, with properties calculated with wB97M-V/def2-TZVPD.

XYZ file:
```
66
Properties=species:S:1:pos:R:3:lowdin_charge:R:1
C -5.369 -3.117 -0.756 -0.10
C -5.735 -2.018 -1.747 -0.26
C -4.564 -1.595 -2.635 -0.20
C -3.384 -1.021 -1.848 -0.18
N -3.772 0.116 -1.046 0.09
C -3.666 0.135 0.293 -0.46
O -3.274 -0.827 0.929 0.05
C -4.138 1.422 0.983 -0.21
C -3.625 1.417 2.427 -0.11
H -4.031 0.559 2.961 0.12
H -3.963 2.326 2.926 0.12
C -2.084 1.331 2.421 -0.14
N -1.567 1.771 1.145 -0.05
C -0.806 1.073 0.267 -0.42
O -0.601 1.502 -0.857 0.06
C -0.156 -0.213 0.760 -0.22
C 0.410 -0.991 -0.431 -0.11
C 1.149 -2.237 0.056 -0.17
N 2.163 -1.933 1.036 -0.23
S 3.721 -1.711 0.506 0.67
O 3.988 -2.759 -0.437 -0.28
O 4.541 -1.602 1.678 -0.29
C 3.779 -0.145 -0.367 -0.28
C 3.497 -0.109 -1.719 -0.06
C 3.473 1.108 -2.374 -0.02
C 3.731 2.291 -1.686 -0.26
C 4.037 2.228 -0.331 -0.03
C 4.062 1.012 0.331 -0.07
H 4.310 0.942 1.378 0.12
H 4.254 3.137 0.211 0.11
C 3.667 3.603 -2.404 -0.05
H 4.018 4.414 -1.772 0.07
H 2.639 3.812 -2.699 0.09
H 4.273 3.573 -3.308 0.08
H 3.247 1.147 -3.430 0.12
H 3.312 -1.036 -2.238 0.12
C 1.709 -1.150 2.156 -0.18
C 0.986 0.129 1.725 -0.11
H 1.685 0.796 1.215 0.11
H 0.609 0.644 2.609 0.12
H 1.029 -1.771 2.750 0.13
H 2.591 -0.924 2.756 0.11
H 0.434 -2.931 0.516 0.13
H 1.652 -2.749 -0.763 0.11
H 1.081 -0.339 -0.992 0.10
H -0.403 -1.286 -1.095 0.11
H -0.902 -0.840 1.257 0.13
C -2.202 2.991 0.691 -0.12
C -3.671 2.723 0.318 -0.11
H -3.776 2.680 -0.766 0.10
H -4.295 3.546 0.671 0.12
H -2.136 3.723 1.501 0.13
H -1.641 3.360 -0.168 0.12
H -1.670 1.968 3.213 0.13
H -1.783 0.305 2.609 0.11
H -5.234 1.388 0.983 0.15
H -4.124 0.918 -1.543 0.14
H -2.591 -0.715 -2.540 0.12
H -2.983 -1.766 -1.160 0.11
H -4.206 -2.457 -3.201 0.11
H -4.913 -0.847 -3.352 0.11
H -6.106 -1.149 -1.198 0.10
H -6.544 -2.369 -2.393 0.10
H -4.923 -3.964 -1.272 0.08
H -6.260 -3.463 -0.236 0.07
H -4.667 -2.750 -0.012 0.05
```

Output
* highest occupied orbital energy: -0.32962 Eh
* relative energy (zero: lowest compared OMol25 entry of this formula, charge and spin): 0.669 eV
* E_LUMO: 0.566 eV
* SMILES string: CCCCNC(=O)C1CCN(C(=O)C2CCN(S(=O)(=O)c3ccc(C)cc3)CC2)CC1

=====

Below is a molecular structure, C23H36AsN6O5S5Ti, with properties calculated with wB97M-V/def2-TZVPD.

XYZ file:
```
77
Properties=species:S:1:pos:R:3:lowdin_spin:R:1
Ti -1.485 0.139 1.552 0.93
O -3.487 -5.592 2.525 0.01
C -3.173 -4.301 2.215 0.01
C -2.561 -3.978 1.004 0.00
C -2.254 -2.651 0.790 0.01
N -2.556 -1.730 1.684 0.00
C -3.161 -2.015 2.821 0.01
C -3.500 -3.317 3.138 0.00
C -3.466 -0.751 3.616 0.00
O -4.359 -0.769 4.444 0.00
O -2.770 0.247 3.202 0.00
C -1.577 -2.060 -0.448 0.00
O -1.466 -2.747 -1.455 0.01
O -1.244 -0.844 -0.283 0.00
H -3.118 -6.164 1.843 0.00
H -2.315 -4.724 0.258 0.00
H -3.998 -3.546 4.069 0.00
S 2.784 1.709 3.588 0.02
As 0.753 1.077 3.622 0.01
S 0.506 -0.877 2.456 -0.01
S -0.529 2.293 2.209 -0.02
S -0.193 0.882 5.505 0.00
C 6.917 -0.475 -0.908 0.00
C 5.871 0.489 -1.454 0.00
C 4.999 1.128 -0.377 0.00
C 4.129 0.142 0.394 0.00
N 3.290 -0.676 -0.476 0.00
C 2.121 -0.218 -0.986 0.00
S 1.644 1.369 -0.883 0.00
N 1.350 -1.174 -1.579 0.00
C 1.868 -2.330 -2.270 0.00
C 2.621 -1.975 -3.554 0.00
C 3.284 -3.180 -4.217 0.00
C 4.480 -3.713 -3.434 0.00
H 7.580 -0.846 -1.694 0.00
H 6.453 -1.344 -0.436 0.00
H 7.538 0.010 -0.149 0.00
H 5.220 -0.043 -2.156 0.00
H 6.368 1.274 -2.033 0.00
H 4.351 1.883 -0.825 0.00
H 5.624 1.645 0.361 0.00
H 3.518 0.670 1.134 0.00
H 4.763 -0.561 0.940 0.00
H 3.264 -1.653 -0.230 0.00
H 0.442 -0.830 -1.857 0.00
H 1.014 -2.973 -2.490 0.00
H 2.518 -2.910 -1.609 0.00
H 3.381 -1.223 -3.317 0.00
H 1.918 -1.500 -4.243 0.00
H 3.612 -2.904 -5.223 0.00
H 2.542 -3.977 -4.347 0.00
H 5.194 -2.911 -3.228 0.00
H 5.006 -4.497 -3.984 0.00
H 4.184 -4.135 -2.473 0.00
C -4.945 4.590 2.105 0.00
C -4.244 3.485 2.868 0.00
N -4.100 2.336 1.992 0.00
C -3.591 2.482 0.729 0.01
N -2.932 1.506 0.198 0.00
C -2.416 1.637 -1.161 0.00
C -3.175 2.657 -1.987 0.00
C -3.235 3.940 -1.187 0.00
N -3.892 3.679 0.082 0.00
C -4.127 4.883 0.864 0.00
H -5.036 5.492 2.713 0.00
H -5.947 4.260 1.818 0.00
H -4.817 3.167 3.738 0.00
H -3.263 3.824 3.226 0.00
H -3.682 1.542 2.477 0.00
H -2.445 0.656 -1.630 0.00
H -1.355 1.907 -1.112 0.00
H -4.193 2.312 -2.190 0.00
H -2.671 2.818 -2.942 0.00
H -3.808 4.721 -1.696 0.00
H -2.218 4.327 -1.027 0.00
H -4.635 5.599 0.211 0.00
H -3.169 5.337 1.159 0.00
```

Output
* highest occupied orbital energy (spin up / spin down): -0.04410 / -0.04431 Eh
* <S²>: 0.76
* relative energy (zero: lowest compared OMol25 entry of this formula, charge and spin): 1.309 eV
* E_LUMO (spin up / spin down): 3.931 / 3.931 eV
* charge: -2
* multiplicity: 2

=====

Q: What is the formula in the second record?
A: C23H36AsN6O5S5Ti